ORCA calculation (wB97M-V/def2-TZVPD) on C4H23N2O7 as an isolated structure.

Results
Calculated total energy, Ha: -802.32738
Total charge: -1
Energy relative to the best compared isomer or geometry (same formula, charge and spin), kJ/mol: 334.5
LUMO level, eV: 3.318
Frontier orbital gap, eV: 9.2
Molar mass, g/mol: 211.24

Last column: natural (NBO) charge in e.
Geometry (Å):
C 0.1778 0.1171 -0.4984  -0.06
O 1.5452 0.0040 -0.5724  -0.91
C -0.2243 0.3644 0.9532  -0.05
C -1.7724 0.5467 0.9714  -0.44
C -2.1106 0.3545 2.4515  -0.22
N -1.7847 -1.0146 2.9016  -0.87
N 0.3222 1.5213 1.6885  -0.90
H -0.1992 -0.7801 -0.9739  0.15
H -0.3399 0.8123 -1.2469  0.15
H 0.1055 -0.5775 1.6487  0.15
H -1.8492 1.5931 0.6368  0.24
H -2.4528 -0.3383 0.5201  0.20
H -1.5403 1.1341 3.0507  0.17
H -3.1695 0.5940 2.4711  0.19
H -0.9463 -1.3718 2.3969  0.36
H -2.4669 -1.7715 2.6609  0.36
H 0.0937 1.6151 2.6976  0.36
H 1.2722 1.9013 1.5869  0.39
H 0.8095 3.7410 -1.3153  0.47
H 0.5386 2.8453 -2.6601  0.51
O 0.2409 3.5189 -2.0938  -1.00
H -1.0089 0.7243 -2.6346  0.46
H 0.2837 0.4596 -3.5586  0.52
O -0.6500 0.4634 -3.3984  -0.98
H 1.7484 0.8965 -1.5328  0.52
H 2.7703 1.5660 -2.8960  0.45
O 1.8202 1.5034 -2.6373  -1.15
H 2.7576 -0.5298 0.3277  0.52
H 4.1022 -1.1583 0.2381  0.44
O 3.4189 -1.2661 0.8368  -1.02
H -1.3375 -3.9469 -0.3374  0.48
H -1.6748 -2.4680 -0.5869  0.48
O -2.0232 -3.3286 -0.5558  -0.96
H 0.9863 -1.9583 -0.5953  0.50
H 1.7333 -2.8487 0.2840  0.49
O 0.8242 -2.9178 -0.2286  -1.01

ORCA calculation (wB97M-V/def2-TZVPD) on a 8-piece molecular cluster, C4H23N2O8S overall.

Results
Calculated total energy, Ha: -1275.86594
Total charge: -1
Energy relative to the best compared isomer or geometry (same formula, charge and spin), kJ/mol: 187.8
LUMO level, eV: 2.748
Frontier orbital gap, eV: 6.7
Molar mass, g/mol: 259.30

Last column: natural (NBO) charge in e.
Geometry (Å):
O 0.5478 -1.7909 2.6092  -0.68
C 1.3227 -1.4061 1.7299  0.73
N 1.7764 -0.0793 1.7038  -0.66
C 2.7606 0.4617 0.7792  -0.05
N 2.2020 0.9161 -0.5212  -0.89
C 2.1915 -2.5069 1.1087  -0.52
C 1.1720 -3.0763 0.0269  -0.52
S 0.1976 -1.7736 -0.6750  -0.66
H 1.0408 0.6312 1.8309  0.39
H 3.5663 -0.2494 0.4885  0.19
H 3.1483 1.3435 1.2688  0.18
H 1.4252 1.5132 -0.2994  0.36
H 2.1705 0.1469 -1.1829  0.40
H 3.1570 -2.1164 0.8213  0.19
H 2.4170 -3.3571 1.7908  0.21
H 1.6500 -3.6000 -0.8145  0.19
H 0.5805 -3.7765 0.6085  0.19
H -2.1394 0.3812 1.1625  0.49
H -1.8202 -0.1515 2.6333  0.50
O -1.8729 0.6123 2.0531  -0.99
H -1.5896 -0.5905 -2.8515  0.52
H -1.9210 0.0348 -4.1806  0.47
O -1.7044 0.2798 -3.2742  -0.96
H 0.8343 0.9504 -3.8821  0.48
H 1.4763 1.9268 -2.8165  0.48
O 1.5436 1.5705 -3.7044  -0.97
H -2.1015 -2.2087 -0.7594  0.50
H -2.8973 -3.1171 -1.6074  0.46
O -2.8804 -2.1864 -1.3617  -1.00
H -2.4801 3.7381 0.3167  0.45
H -1.7651 3.9312 -0.8667  0.49
O -1.6442 4.2189 0.0619  -0.94
H -2.6851 1.2404 -2.1917  0.51
H -2.8302 1.8450 -0.7101  0.46
O -2.7196 2.0548 -1.6427  -1.00
H -0.9942 2.6120 2.6300  0.48
H -0.2916 1.6201 3.4965  0.47
O -0.4979 2.5613 3.4519  -0.95

ORCA calculation (wB97M-V/def2-TZVPD) on a 9-piece molecular cluster, C4H23NO10S overall.

Results
Calculated total energy, Ha: -1371.62526
Total charge: -2
Energy relative to the best compared isomer or geometry (same formula, charge and spin), kJ/mol: 156.0
LUMO level, eV: 5.213
Frontier orbital gap, eV: 6.7
Molar mass, g/mol: 277.29

Last column: natural (NBO) charge in e.
Geometry (Å):
O 2.5571 0.1342 0.9529  -0.76
C 1.3880 -0.2885 0.7709  0.69
N 0.5132 -0.1712 1.7846  -0.65
C -1.0673 -0.1551 1.9176  0.15
O -1.4031 0.9233 2.6160  -0.91
C 0.8635 -0.7714 -0.5541  -0.53
C 0.1833 0.3648 -1.3273  -0.50
S -0.5538 -0.1829 -2.9077  -0.64
H 0.8378 0.0193 2.7201  0.39
H -1.2114 -1.0874 2.4823  0.11
H -1.4129 -0.1432 0.8733  0.13
H 1.7414 -1.0404 -1.1470  0.23
H 0.2512 -1.6575 -0.4541  0.22
H -0.6510 0.7501 -0.7411  0.19
H 0.8787 1.1889 -1.4876  0.19
H -2.7996 1.6231 2.3518  0.51
H -3.6110 2.2207 1.0918  0.45
O -3.6320 2.1100 2.0405  -1.03
H -1.1004 -3.2120 -3.1302  0.47
H -1.3503 -1.9810 -2.5601  0.47
O -1.4876 -2.9897 -2.2666  -1.06
H 4.3906 -1.7549 -0.7832  0.46
H 3.7465 -1.1840 0.4634  0.50
O 4.0677 -2.0339 0.0790  -0.99
H 0.5458 2.1810 0.9519  0.46
H -0.7018 2.1962 1.7889  0.51
O -0.0602 2.8261 1.3123  -1.03
H 3.3453 2.1199 -1.7398  0.47
H 3.2476 1.0152 -0.7710  0.49
O 3.8307 1.3226 -1.4901  -0.98
H 1.9970 4.3108 0.3137  0.47
H 0.7636 3.8747 -0.3691  0.50
O 1.6733 4.1069 -0.5672  -0.97
H -3.7823 -0.6644 -0.7301  0.47
H -3.6783 -2.1208 -1.1183  0.49
O -4.3164 -1.4498 -0.8368  -0.96
H -1.2755 -3.4229 -0.6650  0.51
H -1.2258 -3.1819 0.9099  0.46
O -1.5017 -3.7949 0.2253  -1.00

ORCA calculation (wB97M-V/def2-TZVPD) on a 7-piece molecular cluster, C4H23NO6 overall.

Results
Calculated total energy, Ha: -672.30058
2S+1: 2
Total charge: -1
⟨S²⟩: 0.751
LUMO level (alpha / beta), eV: 3.094 / 2.928
Frontier orbital gap (alpha / beta), eV: 2.5 / 8.5
Molar mass, g/mol: 181.23

Last column: Löwdin spin population.
Geometry (Å):
C 1.5140 0.3861 2.4885  0.03
C 1.2066 -1.1195 2.1168  0.01
N 1.5629 -1.4889 0.7627  0.01
C 2.9676 -1.7703 0.5216  0.08
C 0.6811 -2.5671 0.3363  0.06
H 2.2779 0.4817 3.2258  0.00
H 1.9413 0.8743 1.5899  0.01
H 0.6116 0.9315 2.6740  0.01
H 0.0987 -1.0382 2.2470  0.00
H 1.6412 -1.6817 2.9609  0.00
H 3.3912 -2.2179 1.4636  0.00
H 3.3783 -0.7650 0.7675  0.01
H 3.2320 -2.3090 -0.4079  0.04
H -0.3845 -2.2133 0.4121  0.01
H 1.0715 -2.9672 -0.5949  0.03
H 0.6250 -3.4113 1.0890  0.00
H 0.3961 0.9825 -2.0274  0.03
H -0.9561 1.4198 -2.6682  0.02
O -0.3734 1.5270 -1.9071  0.08
H -1.9374 3.4641 -0.1849  0.01
H -1.9183 2.1069 -0.7874  0.02
O -2.5501 2.7645 -0.4323  0.03
H -2.9375 0.1845 -2.2336  0.01
H -1.4996 -0.4411 -2.1904  0.02
O -2.3136 -0.3790 -2.7010  0.05
H -2.8912 -1.1199 0.4920  0.01
H -2.5591 -0.1973 1.6553  0.01
O -2.4664 -1.1615 1.3864  0.03
H 0.5500 3.2158 0.0896  0.02
H 0.8806 3.5747 1.4927  0.01
O 0.1144 3.5920 0.8780  0.03
H 0.5313 -1.0785 -1.6218  0.02
H 1.2606 -1.1807 -3.0358  0.09
O 0.5378 -0.7828 -2.5387  0.19

ORCA calculation (wB97M-V/def2-TZVPD) on a 7-piece molecular cluster, C4H23NO8 overall.

Results
Calculated total energy, Ha: -822.57296
2S+1: 2
Total charge: +1
Energy relative to the best compared isomer or geometry (same formula, charge and spin), kJ/mol: 0.0
⟨S²⟩: 0.755
LUMO level (alpha / beta), eV: -2.745 / -8.251
Frontier orbital gap (alpha / beta), eV: 11.5 / 6.0
Molar mass, g/mol: 213.23

Last column: Löwdin spin population.
Geometry (Å):
C -2.3026 -0.4219 -1.4295  0.08
C -1.3508 -1.4626 -0.8109  0.06
C -0.4116 -0.8300 0.1876  0.00
O -0.1104 -1.7852 1.2105  0.01
N -1.6481 0.6302 -2.2044  0.66
C -1.3241 1.8534 -1.4891  0.04
O -0.0736 1.8301 -0.8376  0.08
H -2.9955 -0.9384 -2.1322  0.03
H -2.9347 0.0378 -0.6191  0.00
H -0.7728 -2.0117 -1.5645  0.00
H -1.9568 -2.2635 -0.2801  0.01
H 0.5266 -0.5241 -0.2771  0.00
H -0.8735 0.1149 0.6905  0.00
H 0.7945 -1.6962 1.4502  0.00
H -0.8262 0.3415 -2.7220  0.01
H -1.2928 2.7232 -2.2320  0.02
H -2.0406 2.1020 -0.7053  0.00
H 0.5394 1.3312 -1.4417  0.00
H 2.2463 0.0237 1.5317  0.00
H 3.1066 -1.0975 2.0908  0.00
O 2.4302 -0.9524 1.4311  0.00
H 2.7806 -1.2396 -0.2455  0.00
H 2.5126 -2.3316 -1.2239  0.00
O 2.8153 -1.4567 -1.1629  0.00
H -2.1268 -1.0075 3.4208  0.00
H -0.8304 -1.0876 2.6471  0.00
O -1.2558 -0.5803 3.3204  0.00
H -0.9303 1.0786 2.8683  0.00
H -0.9156 1.8426 1.5497  0.00
O -0.6418 1.8878 2.4652  0.00
H 1.0592 1.7283 2.1144  0.00
H 1.5909 1.7926 0.6308  0.00
O 1.8497 1.5937 1.5267  0.00
H 1.9662 -0.3033 -2.0322  0.00
H 1.9911 0.7092 -3.1871  0.00
O 1.4055 0.3696 -2.5385  0.00

ORCA calculation (wB97M-V/def2-TZVPD) on a 8-piece molecular cluster, C4H23NO9 overall.

Results
SMILES string: CN(C=O)CCO.O.O.O.O.O.O.O
Calculated total energy, Ha: -898.06967
Energy relative to the best compared isomer or geometry (same formula, charge and spin), kJ/mol: 350.1
LUMO level, eV: 0.338
Frontier orbital gap, eV: 10.0
Molar mass, g/mol: 229.23

Last column: natural (NBO) charge in e.
Geometry (Å):
C 0.5399 0.0197 -1.1680  0.54
N 1.8769 0.2086 -0.8547  -0.45
C 2.9762 -0.2955 -1.6664  -0.43
C 2.3016 1.1792 0.1668  -0.29
C 2.5265 0.5710 1.5340  -0.08
O 1.7913 -0.5318 2.0549  -0.71
O 0.1850 -0.8481 -1.9276  -0.67
H -0.0144 0.7379 -0.5643  0.16
H 3.5621 -1.0401 -1.1218  0.19
H 2.5119 -0.8877 -2.4637  0.23
H 3.7179 0.4113 -2.0782  0.21
H 1.4556 1.8817 0.1302  0.25
H 3.1203 1.8530 -0.0972  0.22
H 3.6183 0.3339 1.6126  0.16
H 2.4141 1.2953 2.3526  0.19
H 1.0445 -0.6783 1.4599  0.46
H -2.2277 1.3459 -2.7907  0.47
H -0.8586 1.4354 -3.4670  0.47
O -1.4840 1.9396 -2.9423  -0.94
H -1.8724 0.4787 0.3581  0.48
H -2.1824 -0.1876 -1.0861  0.49
O -2.2050 0.6021 -0.5396  -1.00
H 0.2265 -2.7805 -1.2386  0.51
H 1.6254 -2.7593 -0.3015  0.50
O 0.6717 -2.8172 -0.3999  -1.01
H -1.1179 -2.0317 0.4794  0.49
H -1.6549 -3.3709 0.5167  0.48
O -1.9658 -2.4760 0.6852  -0.97
H -1.3636 -0.1262 2.2473  0.52
H -1.7409 1.4162 2.2409  0.50
O -1.1395 0.7469 1.9128  -0.98
H -0.8470 2.1266 0.6051  0.48
H -0.6090 3.4653 -0.2385  0.49
O -0.3079 2.9228 0.5095  -0.97
H -3.5614 -1.6470 1.6821  0.49
H -3.8217 -0.2634 1.6688  0.46
O -3.5357 -0.9192 2.3329  -0.95

- Which value of calculated total energy does entry 6 give?
  -898.06967 Ha

- Which of these has the lowest molar mass?
  C4H23NO6

- Which of these has the highest calculated total energy?
  C4H23NO6

Please write out number 5 again, unchanged.
ORCA calculation (wB97M-V/def2-TZVPD) on a 7-piece molecular cluster, C4H23NO8 overall.

Results
Calculated total energy, Ha: -822.57296
2S+1: 2
Total charge: +1
Energy relative to the best compared isomer or geometry (same formula, charge and spin), kJ/mol: 0.0
⟨S²⟩: 0.755
LUMO level (alpha / beta), eV: -2.745 / -8.251
Frontier orbital gap (alpha / beta), eV: 11.5 / 6.0
Molar mass, g/mol: 213.23

Last column: Löwdin spin population.
Geometry (Å):
C -2.3026 -0.4219 -1.4295  0.08
C -1.3508 -1.4626 -0.8109  0.06
C -0.4116 -0.8300 0.1876  0.00
O -0.1104 -1.7852 1.2105  0.01
N -1.6481 0.6302 -2.2044  0.66
C -1.3241 1.8534 -1.4891  0.04
O -0.0736 1.8301 -0.8376  0.08
H -2.9955 -0.9384 -2.1322  0.03
H -2.9347 0.0378 -0.6191  0.00
H -0.7728 -2.0117 -1.5645  0.00
H -1.9568 -2.2635 -0.2801  0.01
H 0.5266 -0.5241 -0.2771  0.00
H -0.8735 0.1149 0.6905  0.00
H 0.7945 -1.6962 1.4502  0.00
H -0.8262 0.3415 -2.7220  0.01
H -1.2928 2.7232 -2.2320  0.02
H -2.0406 2.1020 -0.7053  0.00
H 0.5394 1.3312 -1.4417  0.00
H 2.2463 0.0237 1.5317  0.00
H 3.1066 -1.0975 2.0908  0.00
O 2.4302 -0.9524 1.4311  0.00
H 2.7806 -1.2396 -0.2455  0.00
H 2.5126 -2.3316 -1.2239  0.00
O 2.8153 -1.4567 -1.1629  0.00
H -2.1268 -1.0075 3.4208  0.00
H -0.8304 -1.0876 2.6471  0.00
O -1.2558 -0.5803 3.3204  0.00
H -0.9303 1.0786 2.8683  0.00
H -0.9156 1.8426 1.5497  0.00
O -0.6418 1.8878 2.4652  0.00
H 1.0592 1.7283 2.1144  0.00
H 1.5909 1.7926 0.6308  0.00
O 1.8497 1.5937 1.5267  0.00
H 1.9662 -0.3033 -2.0322  0.00
H 1.9911 0.7092 -3.1871  0.00
O 1.4055 0.3696 -2.5385  0.00